No. 1
# C22H66F6N13O24S2

A molecular structure, C22H66F6N13O24S2 (ωB97M-V/def2-TZVPD, OMol25).

Values from the calculation:
Kohn-Sham gap: 8.471 eV
Energy relative to the best compared isomer or geometry (same formula, charge and spin): 818.2 kJ/mol
Charge: -1

Last column: Löwdin charge in e.
Cartesian coordinates (Å):
C: 2.155 -2.852 -1.198  -0.75
F: 2.545 -2.388 -0.089  0.20
F: 3.209 -3.309 -1.822  0.16
F: 1.189 -3.763 -1.222  0.14
S: 1.397 -1.380 -2.191  0.63
O: 2.247 -0.240 -2.234  -0.30
O: 1.076 -1.860 -3.484  -0.31
N: -0.106 -1.280 -1.293  -0.30
S: 0.036 -0.173 -0.217  0.52
O: -0.856 -0.419 0.888  -0.34
O: 1.369 -0.049 0.404  -0.35
C: -0.482 1.494 -1.111  -0.58
F: 0.213 1.739 -2.252  0.09
F: -1.754 1.430 -1.542  0.10
F: -0.311 2.566 -0.293  0.10
C: -0.929 -9.789 2.905  -0.72
O: -0.383 -10.914 3.210  -0.06
N: -2.247 -9.671 2.969  0.15
N: -0.246 -8.755 2.500  0.17
H: -2.556 -10.470 3.504  0.12
H: -2.743 -8.982 2.422  0.11
H: -0.719 -7.909 2.217  0.12
H: 0.733 -8.979 2.386  0.12
C: -4.984 1.775 6.613  -0.82
O: -6.116 1.698 7.006  0.04
N: -4.683 2.439 5.534  0.16
N: -3.933 1.280 7.209  0.16
H: -5.295 3.119 5.105  0.12
H: -3.743 2.470 5.167  0.11
H: -3.028 1.665 6.979  0.11
H: -4.147 0.874 8.109  0.12
C: -7.779 -2.391 2.298  -0.79
O: -8.681 -2.992 1.784  0.04
N: -6.520 -2.494 1.944  0.16
N: -8.004 -1.436 3.189  0.15
H: -5.782 -1.858 2.210  0.11
H: -6.242 -3.283 1.377  0.12
H: -8.924 -1.504 3.600  0.11
H: -7.238 -1.000 3.682  0.10
C: 4.371 2.590 4.989  -0.73
O: 5.481 2.085 5.032  0.02
N: 3.233 1.899 5.359  0.14
N: 4.178 3.862 4.878  0.15
H: 2.362 2.410 5.387  0.09
H: 3.282 0.996 5.809  0.11
H: 3.266 4.172 5.180  0.10
H: 4.899 4.568 4.825  0.12
C: 1.897 1.464 -9.762  -0.75
O: 1.199 1.748 -10.752  0.00
N: 3.192 1.228 -9.797  0.13
N: 1.520 1.316 -8.518  0.15
H: 3.732 0.775 -9.074  0.11
H: 3.618 1.597 -10.635  0.11
H: 2.062 0.983 -7.733  0.12
H: 0.533 1.473 -8.372  0.12
C: 1.510 9.955 4.673  -0.72
O: 1.357 10.685 5.671  0.00
N: 2.700 9.840 4.065  0.13
N: 0.612 9.380 3.911  0.15
H: 2.763 9.381 3.168  0.10
H: 3.531 10.067 4.593  0.11
H: -0.365 9.635 3.917  0.12
H: 0.915 8.864 3.097  0.11
C: 3.509 -11.401 -1.704  -0.22
C: 2.122 -11.974 -1.980  -0.26
O: 1.719 -11.755 -3.323  -0.07
O: 4.577 -12.131 -2.357  -0.08
H: 3.657 -11.459 -0.626  0.11
H: 3.339 -10.416 -2.139  0.12
H: 1.283 -11.699 -1.341  0.13
H: 2.234 -13.054 -1.886  0.11
H: 2.336 -12.205 -3.905  0.08
H: 4.520 -13.086 -2.275  0.08
C: -5.110 -3.502 -3.330  -0.22
C: -4.233 -4.800 -2.925  -0.20
O: -3.611 -4.636 -1.662  -0.07
O: -4.213 -2.441 -3.440  -0.08
H: -5.866 -3.171 -2.617  0.10
H: -5.701 -3.507 -4.246  0.11
H: -3.469 -4.951 -3.688  0.11
H: -4.846 -5.689 -2.780  0.11
H: -3.080 -3.837 -1.629  0.07
H: -3.410 -2.662 -2.962  0.06
C: 4.287 7.050 -0.935  -0.26
C: 5.618 7.590 -1.582  -0.24
O: 5.507 7.965 -2.952  -0.07
O: 3.453 8.098 -0.581  -0.05
H: 4.546 6.413 -0.089  0.12
H: 3.975 6.316 -1.678  0.12
H: 6.357 6.797 -1.463  0.11
H: 5.973 8.388 -0.930  0.11
H: 6.171 7.546 -3.505  0.08
H: 3.168 8.585 -1.357  0.09
C: -0.309 -3.868 6.286  -0.15
C: 1.022 -4.520 6.910  -0.26
O: 1.701 -3.739 7.836  -0.07
O: -1.381 -3.748 7.329  -0.09
H: -0.646 -4.438 5.421  0.11
H: 0.003 -2.869 5.983  0.11
H: 1.782 -4.860 6.207  0.11
H: 0.680 -5.380 7.486  0.11
H: 2.515 -4.234 7.954  0.08
H: -1.525 -2.821 7.532  0.06
C: -6.171 3.226 -5.983  -0.27
C: -5.414 3.150 -7.264  -0.28
O: -4.175 2.495 -7.184  -0.03
O: -6.404 1.927 -5.498  -0.07
H: -7.140 3.724 -5.997  0.13
H: -5.579 3.707 -5.204  0.12
H: -5.266 4.135 -7.708  0.12
H: -6.182 2.626 -7.832  0.12
H: -4.317 1.744 -6.603  0.07
H: -5.658 1.460 -5.115  0.09
C: 9.166 -1.609 1.636  -0.23
C: 8.585 -3.032 2.116  -0.22
O: 9.558 -3.693 2.875  -0.10
O: 10.003 -1.767 0.518  -0.07
H: 9.603 -0.977 2.409  0.11
H: 8.258 -1.132 1.268  0.11
H: 8.504 -3.702 1.260  0.12
H: 7.689 -2.928 2.728  0.11
H: 9.682 -3.351 3.764  0.08
H: 10.879 -2.009 0.828  0.08
C: -3.935 10.199 -3.591  -0.29
C: -4.353 8.776 -3.383  -0.32
O: -5.660 8.566 -3.179  -0.03
O: -4.524 11.017 -2.634  -0.04
H: -4.089 10.525 -4.619  0.11
H: -2.851 10.235 -3.489  0.11
H: -3.889 8.490 -2.439  0.13
H: -3.993 8.121 -4.176  0.12
H: -6.234 8.863 -3.889  0.10
H: -4.334 11.934 -2.847  0.09

No. 2
# C15H31BrCoP2

A molecular structure, C15H31BrCoP2 (ωB97M-V/def2-TZVPD, OMol25).

Values from the calculation:
Kohn-Sham gap (spin up / spin down): 3.396 / 5.655 eV
2S+1: 4
Charge: 0

Last column: Löwdin charge in e.
Cartesian coordinates (Å):
P: 1.837 0.082 -2.047  0.88
P: -2.279 -1.150 -1.097  0.38
C: 0.390 -1.004 -2.529  -0.32
C: -1.120 -0.607 -2.437  -0.37
H: 0.545 -1.963 -1.994  0.09
H: 0.568 -1.225 -3.630  0.06
H: -1.230 0.494 -2.434  0.08
H: -1.623 -0.993 -3.383  0.05
C: -2.831 -2.806 -1.529  -0.27
H: -3.275 -3.320 -0.663  0.05
H: -1.990 -3.413 -1.905  0.05
H: -3.581 -2.747 -2.326  0.05
C: -3.704 -0.047 -1.039  -0.26
H: -4.477 -0.469 -1.702  0.05
H: -3.432 0.951 -1.404  0.05
H: -4.114 0.030 -0.020  0.05
C: 3.265 -1.017 -2.302  -0.17
H: 4.132 -0.711 -1.702  0.06
H: 3.558 -1.018 -3.363  0.07
H: 2.989 -2.039 -2.015  0.07
C: 2.079 1.481 -3.159  -0.18
H: 1.134 2.013 -3.320  0.06
H: 2.459 1.145 -4.135  0.07
H: 2.804 2.206 -2.754  0.07
Co: -0.952 -2.223 -4.714  0.23
C: -2.540 -2.416 -5.651  -0.28
C: -2.146 -3.575 -4.882  -0.32
C: -1.488 -4.764 -5.547  -0.21
C: -0.154 -4.340 -6.244  -0.20
C: 0.395 -3.063 -5.650  -0.30
C: 0.135 -1.727 -6.113  -0.33
C: -0.803 -1.379 -7.231  -0.22
C: -2.190 -2.092 -7.084  -0.20
C: 1.613 0.577 -0.349  -0.22
H: -3.447 -1.864 -5.351  0.08
H: -2.666 -3.812 -3.933  0.07
H: -2.174 -5.257 -6.248  0.09
H: -1.276 -5.512 -4.766  0.09
H: 0.582 -5.120 -5.988  0.09
H: -0.269 -4.323 -7.339  0.10
H: 1.343 -3.226 -5.111  0.08
H: 0.846 -0.930 -5.849  0.07
H: -0.336 -1.599 -8.200  0.09
H: -0.952 -0.283 -7.226  0.10
H: -2.920 -1.333 -7.403  0.09
H: -2.279 -2.952 -7.767  0.10
H: 0.616 0.998 -0.210  0.04
H: 2.362 1.327 -0.070  0.06
H: 1.694 -0.287 0.320  0.04
Br: -1.218 -1.277 0.811  0.19

No. 3
# C19H33F3NO6P2SV

A molecular structure, C19H33F3NO6P2SV (ωB97M-V/def2-TZVPD, OMol25).

Values from the calculation:
Kohn-Sham gap (spin up / spin down): 8.046 / 8.507 eV
Energy relative to the best compared isomer or geometry (same formula, charge and spin): 66.7 kJ/mol
2S+1: 4
Charge: +1

Last column: Löwdin charge in e.
Cartesian coordinates (Å):
V: 0.305 -1.573 0.368  0.71
C: -3.643 1.893 3.168  -0.03
C: -2.686 0.960 2.462  -0.41
C: -3.393 -0.163 1.725  -0.03
O: -1.945 1.789 1.503  -0.16
P: -0.621 1.316 0.811  0.47
O: 0.027 0.179 1.549  -0.33
C: -1.047 0.882 -0.864  -0.20
P: 0.179 0.078 -1.908  0.43
O: 0.017 -1.402 -1.780  -0.29
O: 1.536 0.573 -1.286  -0.21
C: 2.914 0.246 -1.669  -0.39
C: 3.465 -0.691 -0.613  -0.03
C: 3.010 -0.335 -3.067  -0.03
O: -0.002 0.513 -3.386  -0.15
C: 0.035 1.831 -4.038  -0.39
C: -1.395 2.267 -4.282  -0.03
C: 0.853 2.856 -3.273  -0.03
O: 0.245 2.598 0.626  -0.17
C: 0.897 3.203 1.801  -0.42
C: 0.642 4.690 1.727  -0.03
C: 2.363 2.833 1.764  -0.03
H: -4.194 1.338 3.927  0.09
H: -4.351 2.313 2.454  0.09
H: -3.102 2.704 3.654  0.09
H: -1.955 0.549 3.158  0.14
H: -4.057 0.246 0.961  0.10
H: -3.994 -0.735 2.431  0.10
H: -2.673 -0.848 1.270  0.06
H: -1.412 1.793 -1.348  0.08
H: -1.907 0.206 -0.835  0.09
H: 3.425 1.208 -1.619  0.15
H: 2.974 -1.666 -0.673  0.07
H: 3.322 -0.274 0.385  0.08
H: 4.531 -0.845 -0.772  0.10
H: 2.447 -1.268 -3.134  0.09
H: 4.052 -0.552 -3.297  0.10
H: 2.641 0.363 -3.818  0.08
H: 0.514 1.617 -4.991  0.15
H: -1.880 2.572 -3.353  0.08
H: -1.957 1.450 -4.733  0.09
H: -1.414 3.116 -4.965  0.10
H: 0.427 3.059 -2.288  0.08
H: 0.862 3.789 -3.835  0.10
H: 1.885 2.529 -3.153  0.08
H: 0.430 2.781 2.695  0.14
H: 1.078 5.099 0.815  0.09
H: 1.096 5.187 2.583  0.10
H: -0.429 4.892 1.732  0.09
H: 2.823 3.218 0.852  0.09
H: 2.489 1.751 1.800  0.07
H: 2.863 3.274 2.626  0.10
F: 1.125 -5.591 3.792  0.14
C: 0.973 -6.151 2.588  -0.62
F: 0.591 -7.424 2.789  0.14
F: 2.177 -6.191 2.004  0.14
C: -0.037 -5.419 1.741  -0.11
C: -1.173 -6.069 1.306  0.03
C: -2.101 -5.391 0.521  -0.04
C: -1.859 -4.081 0.199  -0.11
N: -0.765 -3.435 0.625  -0.08
C: 0.155 -4.066 1.389  -0.68
S: 1.496 -3.091 1.861  0.69
H: -1.335 -7.103 1.573  0.13
H: -2.993 -5.886 0.165  0.11
H: -2.544 -3.515 -0.419  0.12

No. 4
# ClFeH3NP

A molecular structure, ClFeH3NP (ωB97M-V/def2-TZVPD, OMol25).

Values from the calculation:
Kohn-Sham gap (spin up / spin down): 8.793 / 6.081 eV
2S+1: 5
Charge: +2

Last column: Löwdin charge in e.
Cartesian coordinates (Å):
N: -0.361 0.499 -0.295  -0.30
P: 0.523 -0.585 0.630  0.50
Cl: 1.998 -1.334 -0.271  0.54
H: -0.856 -0.002 -1.056  0.03
H: 0.064 1.354 -0.662  0.12
H: 0.975 0.160 1.714  0.02
Fe: -2.344 -0.092 -0.059  1.09

No. 5
# C22H21Cl2NO2

A single C22H21Cl2NO2 molecule (ωB97M-V/def2-TZVPD, OMol25).

Values from the calculation:
SMILES: COc1ccc(CNCC(O)(c2ccc(Cl)cc2)c2ccc(Cl)cc2)cc1
Kohn-Sham gap: 9.003 eV
Energy relative to the best compared isomer or geometry (same formula, charge and spin): 18.6 kJ/mol
Charge: 0

Last column: Löwdin charge in e.
Cartesian coordinates (Å):
C: 1.593 -5.446 2.957  -0.09
O: 2.208 -4.198 3.164  -0.09
C: 1.511 -3.070 2.849  -0.28
C: 0.229 -3.045 2.315  -0.02
C: -0.379 -1.831 2.036  -0.03
C: 0.264 -0.630 2.283  -0.23
C: -0.388 0.686 1.969  -0.18
N: 0.475 1.479 1.100  -0.04
C: -0.159 2.622 0.483  -0.14
C: -0.705 2.424 -0.958  -0.42
O: -1.458 3.604 -1.202  0.01
C: 0.382 2.296 -2.018  -0.16
C: -0.028 2.107 -3.337  -0.03
C: 0.886 2.017 -4.368  -0.09
C: 2.239 2.112 -4.082  -0.67
Cl: 3.395 1.999 -5.362  0.68
C: 2.669 2.293 -2.779  -0.09
C: 1.742 2.386 -1.754  -0.01
C: -1.589 1.187 -0.985  -0.17
C: -1.057 -0.070 -1.250  -0.03
C: -1.856 -1.198 -1.193  -0.10
C: -3.199 -1.067 -0.879  -0.68
Cl: -4.198 -2.478 -0.798  0.67
C: -3.750 0.179 -0.629  -0.09
C: -2.940 1.298 -0.679  -0.02
C: 1.551 -0.663 2.814  -0.03
C: 2.168 -1.862 3.092  0.00
H: 0.678 -5.548 3.549  0.10
H: 1.362 -5.612 1.900  0.09
H: 2.318 -6.190 3.286  0.09
H: -0.309 -3.957 2.111  0.10
H: -1.377 -1.827 1.620  0.11
H: -0.527 1.262 2.893  0.13
H: -1.382 0.504 1.533  0.11
H: 0.895 0.878 0.399  0.10
H: -1.005 2.938 1.097  0.13
H: 0.545 3.460 0.454  0.12
H: -1.724 3.623 -2.128  0.10
H: -1.082 2.012 -3.564  0.13
H: 0.555 1.870 -5.384  0.11
H: 3.724 2.362 -2.564  0.11
H: 2.099 2.526 -0.747  0.11
H: -0.013 -0.178 -1.503  0.13
H: -1.437 -2.172 -1.389  0.11
H: -4.798 0.270 -0.389  0.11
H: -3.352 2.275 -0.471  0.12
H: 2.062 0.268 3.003  0.11
H: 3.164 -1.896 3.506  0.12

No. 6
# C3H10N2

A single C3H10N2 molecule (ωB97M-V/def2-TZVPD, OMol25).

Values from the calculation:
SMILES: NCCCN
Kohn-Sham gap: 10.541 eV
Energy relative to the best compared isomer or geometry (same formula, charge and spin): 22.1 kJ/mol
Charge: 0

Last column: Löwdin charge in e.
Cartesian coordinates (Å):
N: 0.078 2.160 1.240  -0.02
C: 0.567 1.157 0.256  -0.30
C: -0.302 -0.085 0.312  -0.23
C: 0.063 -1.090 -0.761  -0.33
N: -0.805 -2.264 -0.746  -0.02
H: -0.803 2.537 0.901  0.06
H: 0.714 2.950 1.242  0.06
H: 0.558 1.523 -0.780  0.11
H: 1.602 0.996 0.556  0.11
H: -1.338 0.251 0.202  0.11
H: -0.204 -0.550 1.293  0.11
H: -0.048 -0.619 -1.748  0.11
H: 1.127 -1.297 -0.680  0.10
H: -0.731 -2.733 0.152  0.06
H: -0.477 -2.936 -1.439  0.06

No. 7
# C31H56N5O11P2S

3 unconnected molecules or ions with the total composition C31H56N5O11P2S (ωB97M-V/def2-TZVPD, OMol25).

Values from the calculation:
Kohn-Sham gap: 7.502 eV
Charge: +1

Last column: Löwdin charge in e.
Cartesian coordinates (Å):
C: 1.538 3.634 -1.750  -0.08
C: 1.355 4.684 -2.835  -0.24
O: 1.426 4.203 -4.169  -0.13
C: 0.546 3.150 -4.462  -0.18
C: 1.334 1.826 -4.732  -0.14
O: 2.663 1.982 -4.243  -0.12
C: 3.381 0.770 -4.175  -0.15
C: 3.837 0.436 -2.767  -0.04
C: 5.011 0.929 -2.294  -0.16
C: 5.943 1.854 -3.036  -0.08
C: 6.123 3.160 -2.210  -0.23
N: 4.819 3.611 -1.695  0.02
N: 5.446 0.593 -1.034  0.20
C: 4.790 -0.203 -0.209  -0.14
C: 5.389 -0.543 1.131  -0.08
C: 6.116 -1.926 0.989  -0.15
C: 5.529 -3.055 1.861  -0.26
N: 4.855 -4.099 1.056  0.00
C: 3.545 -0.731 -0.593  -0.08
C: 2.774 -1.563 0.254  0.01
C: 1.574 -2.071 -0.138  0.02
C: 1.092 -1.784 -1.440  -0.18
C: -0.211 -2.409 -1.834  -0.13
C: -1.414 -1.707 -1.196  -0.18
C: -1.648 -0.278 -1.760  -0.24
C: -1.195 0.822 -0.806  -0.46
S: -2.524 1.225 0.357  0.99
C: -2.084 2.824 0.896  -0.69
N: -0.858 3.206 0.990  0.05
N: -0.903 4.518 1.465  0.06
C: -2.142 4.795 1.598  -0.19
O: -2.966 3.779 1.252  0.06
C: 1.819 -0.964 -2.269  0.05
C: 3.060 -0.405 -1.894  -0.04
H: 0.713 2.929 -1.696  0.04
H: 1.611 4.160 -0.795  0.08
H: 2.454 3.059 -1.877  0.04
H: 0.419 5.229 -2.666  0.12
H: 2.185 5.386 -2.737  0.11
H: 0.030 3.382 -5.398  0.12
H: -0.232 3.008 -3.709  0.11
H: 0.859 1.036 -4.142  0.10
H: 1.354 1.609 -5.801  0.13
H: 4.273 0.858 -4.797  0.13
H: 2.792 -0.070 -4.547  0.12
H: 5.525 2.158 -3.987  0.11
H: 6.928 1.390 -3.126  0.13
H: 6.519 3.957 -2.833  0.12
H: 6.776 2.986 -1.344  0.10
H: 4.809 4.618 -1.594  0.08
H: 4.670 3.253 -0.759  0.07
H: 6.329 0.973 -0.715  0.17
H: 6.151 0.212 1.329  0.12
H: 4.625 -0.569 1.898  0.11
H: 6.039 -2.262 -0.049  0.11
H: 7.180 -1.824 1.193  0.11
H: 6.375 -3.558 2.332  0.10
H: 4.825 -2.695 2.615  0.10
H: 4.664 -3.776 0.117  0.05
H: 3.973 -4.355 1.478  0.06
H: 3.115 -1.796 1.252  0.10
H: 1.024 -2.685 0.564  0.12
H: -0.246 -3.454 -1.518  0.13
H: -0.364 -2.417 -2.916  0.12
H: -1.275 -1.595 -0.120  0.08
H: -2.332 -2.265 -1.367  0.12
H: -1.060 -0.177 -2.678  0.10
H: -2.693 -0.164 -2.050  0.10
H: -0.318 0.544 -0.221  0.08
H: -0.951 1.710 -1.383  0.06
H: -2.493 5.754 1.939  0.14
H: 1.401 -0.772 -3.247  0.10
C: -1.649 -0.801 3.328  -0.10
O: -0.838 -1.963 3.566  -0.27
P: -1.420 -3.382 3.035  0.50
O: -1.641 -3.187 1.588  -0.25
O: -2.802 -3.321 3.903  -0.24
C: -2.772 -3.059 5.314  -0.11
O: -1.273 -4.996 3.133  -0.20
C: -1.096 -5.642 4.414  -0.08
H: -1.062 -0.083 2.758  0.07
H: -2.569 -1.023 2.794  0.08
H: -1.899 -0.363 4.294  0.10
H: -3.425 -2.213 5.525  0.09
H: -1.768 -2.824 5.670  0.08
H: -3.144 -3.932 5.848  0.09
H: -2.070 -5.818 4.870  0.09
H: -0.475 -5.051 5.085  0.09
H: -0.612 -6.598 4.241  0.09
C: -10.118 1.006 1.839  -0.10
O: -9.467 0.035 1.011  -0.27
P: -8.359 -0.909 1.734  0.52
O: -9.071 -1.541 2.856  -0.24
O: -7.372 0.327 2.180  -0.26
C: -6.971 1.361 1.268  -0.11
O: -7.093 -1.945 1.590  -0.21
C: -6.021 -1.738 0.667  -0.10
H: -11.189 0.825 1.782  0.10
H: -9.795 0.954 2.874  0.09
H: -9.899 1.998 1.442  0.09
H: -7.199 2.316 1.741  0.09
H: -7.499 1.303 0.315  0.09
H: -5.900 1.304 1.071  0.06
H: -5.284 -1.071 1.120  0.07
H: -6.372 -1.310 -0.272  0.09
H: -5.550 -2.697 0.463  0.09

Record-wise M values, in g/mol: 1074.96; 412.20; 573.43; 139.30; 402.32; 74.13; 768.83
Record-wise energy values, in eV: -130367.881; -142296.373; -97268.862; -57714.868; -53784.861; -6253.199; -92434.106